This record from the Open Molecules 2025 dataset describes a structure of composition CBrFN2O2 in a non-equilibrium geometry. The level of theory is ωB97M-V with the def2-TZVPD basis set.

Element x y z (Å)
C (-0.316, -0.384, 0.497)
N (0.156, -1.351, -0.096)
N (0.078, 1.179, -0.395)
O (0.564, 1.030, -1.436)
O (-0.262, 2.072, 0.281)
F (0.099, -2.615, 0.462)
Br (-1.134, -0.068, 2.179)

Computed properties:
Gap between HOMO and LUMO = 10.8 eV
DFT total energy = -2971.7501 Ha
Energy above the lowest of the compared OMol25 structures with the same formula, charge and spin = 1.204 eV
Spin multiplicity = 1
Total charge = 0

Löwdin atomic charge list, values in e, 5 entries:
1 C -0.609
2 N 0.032
3 N -0.365
4 O 0.146
5 O 0.064